1.
Molecular formula: C46H65BF4N4O4S2SeSr
Method: DFT, the ωB97M-V functional and the def2-TZVPD basis

```
128
Properties=species:S:1:pos:R:3:forces:R:3
Sr 0.455387 -1.002866 -0.118571 -0.8564 4.4993 1.8912
C -0.921192 0.639950 -4.517450 0.0252 0.0398 -0.0928
C -0.178347 -0.622510 -4.920222 0.0198 0.0086 -0.2027
N -0.414606 -1.720167 -4.005009 0.0230 -0.0144 -0.0026
C -1.731793 -2.322924 -4.128698 -0.1848 -0.0439 -0.0804
C -1.997514 -3.083767 -5.430544 -0.0131 0.0118 0.0557
C 0.660462 -2.699849 -3.985708 0.0642 0.0491 -0.2580
C 1.847743 -2.186920 -3.178706 0.4117 0.0422 -0.2966
N 1.637461 -2.148807 -1.758347 0.4482 -1.3496 0.1463
C 1.843844 -3.280220 -1.008424 0.6217 0.0656 -0.0784
C 2.015798 -3.145784 0.404589 0.5813 -0.5628 -0.2623
F 2.225863 -1.887106 0.921429 1.1574 -0.7473 0.5591
C 2.190426 -4.196598 1.277769 0.0672 0.0288 0.4964
F 2.366140 -3.914253 2.591410 -0.0890 -0.2310 -0.8060
C 2.232602 -5.501400 0.827830 0.0605 0.1895 -0.0343
C 2.132316 -5.674713 -0.538539 -0.0078 -0.5234 -0.2432
F 2.187743 -6.941075 -1.057544 -0.0274 0.7641 0.3521
C 1.961281 -4.629777 -1.420765 -0.0228 -0.0592 -0.5558
F 1.918066 -4.949334 -2.758577 -0.0216 0.1007 0.6531
H -0.650727 1.474178 -5.165135 0.0314 0.0326 -0.0556
H -0.684489 0.908933 -3.490095 0.0369 0.0291 0.1360
H -1.998486 0.511250 -4.585960 -0.0673 -0.0020 -0.0256
H 0.895628 -0.417405 -4.928699 -0.1044 0.0090 -0.0099
H -0.444383 -0.894222 -5.961739 0.0767 0.0295 0.0919
H -2.481454 -1.538057 -4.006572 0.1578 -0.2330 -0.0852
H -1.860725 -2.993860 -3.275700 -0.0076 0.0442 -0.1367
H -2.093104 -2.420549 -6.288862 0.0187 0.0826 -0.0879
H -2.926269 -3.647010 -5.345836 -0.0821 -0.0190 0.0095
H -1.202055 -3.794889 -5.642506 0.0892 -0.1054 -0.0125
H 1.007372 -2.981565 -5.000297 -0.0979 0.0833 0.0339
H 0.274063 -3.611362 -3.534202 0.0023 -0.0505 0.0459
H 2.031898 -1.147103 -3.482390 0.0546 -0.1878 -0.0144
H 2.755792 -2.746108 -3.450990 -0.1481 0.0206 0.0111
H 2.299681 -6.333400 1.505864 0.0017 -0.0972 0.0908
O -1.181236 -2.179403 -1.158869 -0.4620 -0.8993 -0.7240
H -1.430123 -2.981835 -0.667744 -0.1904 -0.2448 0.3060
H -0.286974 -2.405781 -1.525842 -0.8425 -0.5403 -0.9433
O -0.619159 -1.975492 1.842396 -0.0246 0.1711 0.2390
H -0.359244 -1.909812 2.781879 0.1965 0.0920 0.2553
H -0.787415 -2.912712 1.679548 -0.3679 -0.5472 -0.1482
O 3.766711 0.628813 0.300057 0.1396 -0.1837 -0.1553
H 3.579681 0.026035 1.026715 -0.0123 -0.0520 0.1647
H 3.113195 1.326232 0.396268 -0.2118 0.2683 0.0486
C 2.541990 1.049956 6.199394 0.2844 0.3061 0.1915
O 1.701052 -0.074999 6.150385 -0.1674 -0.0246 0.2701
C 1.363453 -0.573074 4.942027 -0.0712 -0.2783 -0.2047
S 0.278864 -1.857155 5.051738 -0.0812 -0.0740 -0.1852
S 2.034899 0.112432 3.562318 -0.1387 -0.0358 -0.3260
H 2.556113 1.338916 7.250712 0.0688 0.0522 0.0043
H 2.158762 1.863515 5.578998 0.0391 -0.0243 0.0655
H 3.549667 0.802696 5.854380 -0.0439 0.0734 0.0125
Se -1.483196 -5.063764 0.425999 -0.1962 -0.1356 -0.0655
C -0.739005 -6.044163 1.874779 0.0479 0.1929 -0.1032
C -0.565271 -5.483369 3.139160 -0.1718 0.3768 -0.1023
C 0.016731 -6.190156 4.170716 0.1064 -0.0700 0.2866
C 0.444161 -7.495320 3.979093 0.0784 -0.0669 0.1013
C 0.276504 -8.070131 2.727550 0.1014 -0.2277 0.1345
C -0.300101 -7.355350 1.697752 -0.1858 -0.1387 -0.3498
H -0.878331 -4.459394 3.306698 0.0062 -0.0296 0.0825
H 0.144822 -5.710090 5.132210 0.0282 0.0517 0.0352
H 0.907564 -8.050246 4.787208 -0.0133 0.0111 -0.0170
H 0.608676 -9.086477 2.549361 0.0167 -0.0474 -0.0112
H -0.408255 -7.805693 0.719037 0.0074 -0.0270 -0.0328
C -2.182225 3.608373 3.337417 -0.0162 -0.0254 -0.0401
C -1.827942 2.166656 2.968787 0.2354 0.0378 -0.1231
C -1.638653 1.326735 4.221305 0.0261 0.0093 0.0423
C -2.866766 1.602551 2.030419 -0.0828 -0.0206 -0.1452
C -4.023689 1.029775 2.541002 0.0585 -0.0157 0.0133
C -5.017078 0.551017 1.707218 -0.0718 -0.0248 0.0453
C -4.858041 0.621214 0.339349 0.0441 -0.0073 -0.1315
C -3.712695 1.179791 -0.217671 0.0161 -0.0617 0.0878
C -3.553072 1.241842 -1.719913 0.0623 0.1377 -0.0942
C -3.666451 -0.136854 -2.363176 -0.1274 0.1203 0.0485
C -4.564653 2.209495 -2.337738 0.0503 -0.0591 0.0305
C -2.728520 1.687895 0.635387 -0.1124 0.1259 -0.1630
N -1.615589 2.369097 0.069331 0.1657 -0.3798 0.3616
B -0.219414 1.906326 -0.009337 0.0860 -0.0108 -0.2896
N 0.405608 3.175557 -0.447862 -0.1639 -0.1534 0.2182
C -0.533114 4.186466 -0.600483 -0.1698 0.1511 0.0294
C -1.746922 3.698446 -0.294309 -0.0477 0.2132 -0.0029
C 1.771433 3.523281 -0.381741 -0.0131 0.0410 -0.1161
C 2.604602 3.195222 -1.450153 0.2153 -0.1189 -0.2317
C 3.939918 3.577427 -1.401764 -0.0757 0.0020 0.0052
C 4.438255 4.281461 -0.319369 -0.0655 -0.0034 0.0258
C 3.599812 4.602098 0.732296 0.0006 -0.0532 -0.0766
C 2.260986 4.226091 0.722366 0.0963 0.0675 0.0808
C 1.373354 4.591672 1.889413 -0.1540 -0.0370 0.0342
C 1.191829 6.107122 1.985810 -0.0140 -0.0619 -0.0256
C 1.902263 4.029406 3.205387 -0.0279 -0.1639 -0.0016
C 2.022660 2.474075 -2.648219 -0.0631 -0.0365 0.0041
C 3.043704 1.646163 -3.413559 -0.0382 0.0145 -0.0633
C 1.349386 3.485739 -3.580911 0.0334 -0.0716 0.0250
H -1.429084 4.025509 4.003088 0.1361 0.0667 0.1095
H -3.143795 3.639677 3.853442 -0.0863 0.0043 0.0495
H -2.247327 4.244607 2.457023 -0.0032 0.0559 -0.1272
H -0.873822 2.172527 2.432620 -0.0530 -0.0147 0.0361
H -2.496110 1.399018 4.891066 -0.0905 0.0058 0.0937
H -0.764337 1.676883 4.765744 0.1090 0.0487 0.0991
H -1.469711 0.277846 3.994909 0.0211 -0.1115 -0.0632
H -4.143970 0.951945 3.611057 -0.0192 -0.0246 0.1017
H -5.911043 0.112436 2.127515 -0.0758 -0.0599 0.0413
H -5.630101 0.231420 -0.310011 -0.0710 -0.0541 -0.0625
H -2.549963 1.628034 -1.920327 -0.0827 -0.0433 -0.0318
H -4.618845 -0.609325 -2.121164 -0.0937 -0.0464 0.0106
H -2.869464 -0.799588 -2.038377 0.0480 -0.0113 0.0972
H -3.610423 -0.046300 -3.449608 -0.1175 0.0627 0.0477
H -5.584561 1.861203 -2.172851 -0.1119 -0.0441 0.0206
H -4.407810 2.292835 -3.412442 0.0221 0.0010 -0.1384
H -4.477893 3.203711 -1.905903 0.0246 0.1220 0.0726
H -0.262720 5.179589 -0.912611 0.0281 0.1534 -0.0376
H -2.700605 4.195254 -0.307609 -0.1326 0.0963 -0.0133
H 4.600003 3.320023 -2.213584 0.1112 -0.0681 -0.1262
H 5.481429 4.562898 -0.290357 0.0893 0.0290 0.0056
H 3.990663 5.140695 1.583008 0.0616 0.0652 0.1182
H 0.391104 4.151095 1.708469 0.0333 -0.0135 0.0448
H 2.142306 6.603585 2.182555 0.1105 0.0462 0.0235
H 0.509394 6.352165 2.797719 -0.0867 0.0372 0.1143
H 0.782399 6.518676 1.065033 -0.0354 0.0200 -0.1037
H 2.881366 4.440642 3.448722 0.1325 0.0641 0.0326
H 1.988916 2.941076 3.180108 -0.0043 0.0212 -0.0539
H 1.224040 4.285248 4.019431 -0.0825 0.0460 0.0942
H 1.247651 1.799296 -2.264694 0.1209 0.0671 -0.0545
H 3.759591 2.276925 -3.940792 0.1052 0.0869 -0.0584
H 2.535651 1.043855 -4.167099 -0.0333 -0.0314 -0.0520
H 3.592286 0.978020 -2.756419 0.0726 -0.1259 0.1414
H 2.056021 4.270467 -3.854444 0.0802 0.0723 -0.0465
H 0.490237 3.948849 -3.103272 -0.0920 0.0561 0.0684
H 1.010567 3.000152 -4.496003 -0.0404 -0.0473 -0.0621
```
Forces are in eV/Å.

Computed properties:
Multiplicity   1
Net charge   -2

2.
Molecular formula: C46H65BFNO7S2
Method: DFT, the ωB97M-V functional and the def2-TZVPD basis

```
123
Properties=species:S:1:pos:R:3:forces:R:3
C 2.473199 -3.358852 5.936963 -0.0474 0.5659 0.4406
C 2.575886 -2.198695 4.947680 -0.8128 0.0158 -0.1684
S 2.661724 -2.779827 3.209512 0.1766 0.0102 0.2081
C 1.593484 -1.597971 2.333835 -0.0613 0.7670 0.1244
C 0.346626 -2.198913 1.594636 1.1464 0.3376 0.0286
C -0.521253 -2.846822 2.714863 -0.0899 -0.6017 0.3241
B -0.528823 -4.442951 2.784641 -0.0928 -0.3098 -0.4479
O -1.652067 -5.101392 2.329867 0.0117 0.3875 -0.3158
O 0.505638 -5.232469 3.243217 0.0863 -0.1888 -0.5318
C 0.993421 -3.094960 0.513035 -1.1460 1.2232 -1.3700
O 1.677329 -4.056542 0.595637 1.0122 -1.5556 1.0437
N 0.682995 -2.578917 -0.811474 -1.5471 -1.1697 1.6604
C -0.697587 -1.996928 -0.611394 1.4484 0.3734 -1.5701
S -1.663678 -3.550918 -0.415972 -0.3115 -0.1403 0.1678
C -1.004062 -1.226371 -1.940224 -1.3865 0.1814 0.6864
C -2.013009 -1.853403 -2.914120 0.6501 0.3710 -0.7454
C -1.442753 -3.011271 -3.758750 -1.1926 -0.0204 1.1018
F -1.745241 -2.791283 -5.089261 0.3282 0.0734 -0.3715
C -0.374305 -1.158302 0.662807 -1.0553 1.3028 0.2463
C -1.559193 -0.352912 1.285936 -0.6025 -1.7498 0.1968
C -2.970741 -0.946166 1.089210 -0.6206 1.4851 0.1140
C -4.000971 0.199073 1.272679 -0.0143 -0.4616 -0.6354
C -5.394802 -0.137888 0.680051 -0.2643 1.2721 0.6294
C -6.486040 0.288450 1.693928 0.4928 -0.5638 0.2364
C -6.673607 -0.775028 2.792290 -0.6813 0.1550 -0.0957
C -7.080192 -2.159060 2.243314 0.6347 0.4141 -0.2291
C -8.072721 -2.125248 1.088985 0.1479 -0.3022 0.3772
O -9.329293 -1.618769 1.584539 0.3434 -0.2047 -0.7657
C -10.354481 -2.528852 1.529193 1.6582 0.6308 -2.9643
C -10.764881 -3.099116 0.176537 0.6626 0.0680 0.5270
O -10.901037 -2.808573 2.505201 -2.3195 -0.9478 3.6024
C 0.545945 -0.003757 0.181753 1.1068 -0.2187 0.3427
O 0.841418 0.903647 1.262516 0.1015 -1.1006 0.4176
O 0.572921 2.201841 0.833458 -0.1868 1.0092 -0.3535
H 2.181803 -2.932509 6.904902 0.1329 -0.0553 -0.0265
H 1.669325 -4.039809 5.659265 0.2475 -0.1626 -0.1871
H 3.418199 -3.875323 6.105057 -0.1004 -0.1685 -0.2638
H 3.373142 -1.494832 5.187249 0.1660 -0.2181 -0.0877
H 1.641821 -1.632478 5.027288 0.0995 0.0065 -0.0772
H 2.239314 -1.008526 1.680137 -0.1420 -0.2381 -0.1249
H 1.211369 -0.882354 3.067464 0.0746 -0.0741 -0.0369
H -1.564629 -2.530056 2.699732 0.1118 0.0760 -0.4082
H -0.132218 -2.496391 3.677185 0.0590 0.0374 -0.1033
H -1.383343 -5.910919 1.875380 -0.1975 -0.2134 0.5994
H 1.225203 -5.299825 2.596966 0.1925 0.3623 0.4397
H 0.510944 -3.441877 -1.332938 0.8140 0.2078 -0.5135
H -2.968103 -3.250531 -0.604003 0.4064 0.2455 0.1163
H -0.081570 -1.066444 -2.498454 0.1331 0.0830 0.2879
H -1.415799 -0.247127 -1.667493 0.1091 -0.0488 -0.0738
H -2.972840 -2.109733 -2.468236 0.1131 -0.0647 0.1574
H -2.244073 -1.075590 -3.652579 0.0348 -0.0104 0.1012
H -1.975087 -3.919862 -3.474352 0.3814 -0.2349 -0.0603
H -0.369199 -3.128232 -3.604248 0.0383 0.0166 -0.3411
H -1.603750 0.658450 0.889095 0.2981 0.0086 -0.0336
H -1.396984 -0.283785 2.365427 0.1394 0.2689 -0.0998
H -3.243621 -1.724363 1.806206 0.2551 -0.2130 -0.2277
H -3.151790 -1.310345 0.076365 0.2964 -0.0900 0.0477
H -3.657679 1.096336 0.746671 0.1862 -0.0895 0.0897
H -4.065893 0.492515 2.324906 -0.0952 -0.1814 -0.0038
H -5.563580 0.478138 -0.209949 0.2294 -0.1961 -0.0954
H -5.485091 -1.177156 0.358136 0.0394 -0.0243 0.2301
H -7.439362 0.483839 1.197358 0.0136 -0.0279 0.0662
H -6.163907 1.232778 2.174831 -0.2280 -0.3206 -0.3365
H -7.454964 -0.410205 3.467327 0.0646 -0.1170 0.0184
H -5.769524 -0.894464 3.398304 0.0075 0.0830 -0.1001
H -6.170651 -2.653895 1.877614 -0.1357 -0.0635 -0.0244
H -7.464484 -2.790847 3.047245 -0.1040 0.0642 -0.0743
H -7.738851 -1.530483 0.236353 -0.0282 0.1537 0.1776
H -8.164344 -3.154265 0.725952 -0.2525 0.0800 0.0287
H -11.460505 -2.386991 -0.265586 0.0272 -0.1484 -0.1996
H -9.896483 -3.268653 -0.457203 -0.1859 0.2275 -0.2462
H -11.234167 -4.059204 0.377750 -0.2274 0.1383 -0.1354
H 1.523361 -0.365618 -0.183436 -0.5319 0.1509 -0.2140
H 0.044838 0.625203 -0.547687 0.0051 -0.3855 -0.2794
H 1.365699 2.430283 0.324631 0.0315 0.1073 0.0791
C -6.278258 6.234715 3.644317 0.0025 0.0002 -0.0046
C -4.911687 6.068913 3.464175 0.0033 0.0099 0.0057
C -4.336589 4.815156 3.621609 0.0214 -0.0177 -0.0172
C -5.129855 3.723891 3.949782 -0.0056 0.0407 -0.0149
C -6.496823 3.890946 4.126553 -0.0190 -0.0969 0.0165
C -7.071301 5.145319 3.978014 0.0079 0.0203 -0.0181
H -6.725597 7.213550 3.524485 0.0079 -0.0123 0.0013
H -4.293551 6.918460 3.201759 -0.0064 -0.0113 0.0124
H -3.269393 4.688037 3.487949 -0.0149 0.0003 -0.0097
H -4.681731 2.744589 4.068081 -0.0105 0.0113 0.0091
H -7.116194 3.039304 4.381174 0.0050 0.0146 0.0027
H -8.136909 5.273815 4.120609 0.0136 -0.0067 -0.0048
C 5.569542 1.424526 -3.080713 -0.0403 -0.0333 -0.0544
C 5.145342 0.371490 -3.881815 -0.0297 0.0395 -0.0016
C 4.252886 -0.566739 -3.381729 -0.0229 -0.0037 -0.0098
C 3.775792 -0.448920 -2.083043 -0.0117 0.0168 0.0460
C 4.198646 0.606267 -1.283832 -0.0759 -0.0349 -0.0024
C 5.097607 1.540268 -1.780862 -0.0123 0.0404 0.0208
H 6.268643 2.154439 -3.470183 0.0140 -0.0183 0.0277
H 5.512245 0.282219 -4.897187 0.0095 -0.0080 0.0194
H 3.927717 -1.390584 -4.004819 0.0018 0.0114 0.0069
H 3.075967 -1.180083 -1.694026 0.0166 -0.0127 -0.0204
H 3.825820 0.698370 -0.269445 0.0462 -0.0159 0.0115
H 5.430479 2.359427 -1.154720 0.0153 -0.0198 -0.0028
C 7.813240 6.907191 -4.157422 -0.0005 0.0043 0.0080
C 7.389560 5.854173 -4.956576 0.0223 -0.0117 -0.0176
C 6.495781 4.917924 -4.454983 0.0032 -0.0142 0.0104
C 6.018763 5.040033 -3.156702 -0.0060 0.0047 0.0081
C 6.439698 6.095087 -2.358894 0.0081 0.0008 0.0107
C 7.340047 7.026485 -2.857705 -0.0025 0.0055 -0.0071
H 8.512804 7.635709 -4.547692 -0.0091 -0.0113 0.0042
H 7.756715 5.762810 -5.971306 -0.0008 -0.0021 0.0166
H 6.169425 4.092610 -5.076794 -0.0204 0.0266 -0.0050
H 5.317837 4.312323 -2.767178 -0.0091 0.0204 -0.0184
H 6.066279 6.191109 -1.346805 0.0094 -0.0015 -0.0136
H 7.672521 7.846507 -2.233683 -0.0081 -0.0075 -0.0096
C 9.228604 1.083513 -4.695159 -0.0237 -0.0179 0.0040
C 10.502457 1.128247 -5.245152 0.0073 0.0300 -0.0109
C 11.343748 0.029417 -5.138024 -0.0032 -0.0097 -0.0059
C 10.907748 -1.117725 -4.488520 0.0047 0.0018 -0.0031
C 9.632687 -1.163506 -3.941651 0.0134 -0.0101 0.0009
C 8.793961 -0.061693 -4.041245 0.0198 -0.0014 -0.0135
H 8.573455 1.943273 -4.776061 0.0205 0.0027 0.0106
H 10.840204 2.020924 -5.757068 -0.0005 -0.0088 0.0176
H 12.339723 0.066498 -5.561445 -0.0159 -0.0021 -0.0025
H 11.562651 -1.976486 -4.408865 -0.0077 0.0124 0.0021
H 9.292121 -2.058828 -3.436382 0.0030 0.0190 0.0014
H 7.802120 -0.094305 -3.610766 0.0253 -0.0229 0.0173
```
Forces are in eV/Å.

Computed properties:
Multiplicity   1
Structure (SMILES)   CCSC[C@]1(CB(O)O)C(=O)N[C@](S)(CCCF)[C@]1(CCCCCCCCOC(C)=O)COO.c1ccccc1.c1ccccc1.c1ccccc1.c1ccccc1

For the records above, the corresponding DFT total energy values read -162310.942 -89641.826 eV.
For the records above, the corresponding gap between HOMO and LUMO values read 6.0 8.6 eV.